Computed, not measured: 7 unconnected molecules or ions with the total composition C49H112F3N6O7S in a non-equilibrium geometry, with ωB97M-V with the def2-TZVPD basis set.

The calculation puts the LUMO energy at -6.5302 eV. As for the HOMO energy: -14.10 eV. For the total energy, the calculation gives -3485.33837 Eh. The total charge is +5.

Each line ends with the Löwdin charge.
Element x y z (Å)
C  2.127  9.941  0.333  -0.08
O  2.706  11.088  -0.244  -0.21
C  3.910  10.770  -0.889  -0.22
C  4.430  11.980  -1.653  -0.02
N  4.368  13.296  -0.776  0.09
H  4.824  13.237  0.123  0.17
H  4.888  13.938  -1.357  0.16
C  2.973  13.874  -0.485  -0.11
C  2.946  15.173  0.218  -0.19
O  3.268  16.152  -0.771  -0.17
C  2.362  17.210  -1.031  -0.10
H  1.072  10.172  0.481  0.11
H  2.653  9.834  1.281  0.09
H  2.358  8.961  -0.085  0.09
H  3.933  9.870  -1.504  0.14
H  4.618  10.576  -0.083  0.13
H  3.794  12.262  -2.492  0.14
H  5.495  12.130  -1.830  0.14
H  2.461  13.170  0.171  0.12
H  2.358  13.813  -1.382  0.15
H  3.592  15.199  1.096  0.14
H  1.956  15.262  0.665  0.14
H  1.385  16.972  -1.453  0.09
H  2.838  18.047  -1.542  0.10
H  2.046  17.834  -0.195  0.09
C  4.847  -4.568  3.988  -0.12
O  4.091  -3.811  4.839  -0.20
C  4.780  -3.027  5.852  -0.16
C  3.893  -1.958  6.558  -0.08
N  2.568  -2.590  6.912  0.09
H  2.231  -2.777  5.979  0.18
H  2.793  -3.451  7.391  0.16
C  1.760  -1.745  7.917  -0.07
C  0.638  -2.588  8.363  -0.23
O  1.087  -3.857  8.850  -0.18
C  0.220  -4.455  9.775  -0.08
H  4.240  -5.143  3.288  0.10
H  5.458  -5.254  4.575  0.10
H  5.548  -3.918  3.465  0.09
H  5.641  -2.635  5.310  0.13
H  5.240  -3.618  6.645  0.13
H  3.941  -1.007  6.028  0.14
H  4.411  -1.852  7.511  0.13
H  1.562  -0.740  7.544  0.15
H  2.395  -1.633  8.795  0.14
H  -0.212  -2.538  7.682  0.14
H  0.254  -1.994  9.192  0.13
H  0.832  -5.298  10.096  0.10
H  -0.709  -4.797  9.319  0.10
H  0.064  -3.833  10.657  0.10
C  -6.795  -3.035  5.387  -0.08
C  -6.537  -1.674  4.737  -0.24
C  -7.539  -0.570  5.057  -0.10
N  -7.130  0.950  4.683  -0.22
C  -8.377  1.816  4.943  -0.09
C  -8.238  3.347  4.446  -0.10
C  -7.788  3.356  2.921  -0.18
C  -6.515  2.550  2.804  -0.18
C  -6.726  1.009  3.156  -0.04
C  -6.123  1.353  5.794  0.04
H  -7.689  -3.533  5.012  0.08
H  -7.022  -2.924  6.448  0.08
H  -5.908  -3.664  5.468  0.08
H  -6.600  -1.779  3.654  0.10
H  -5.501  -1.367  4.881  0.11
H  -7.757  -0.486  6.122  0.13
H  -8.441  -0.764  4.477  0.13
H  -9.214  1.287  4.488  0.13
H  -8.442  1.849  6.030  0.12
H  -9.211  3.838  4.467  0.11
H  -7.565  3.917  5.086  0.11
H  -8.448  2.803  2.253  0.11
H  -7.611  4.351  2.512  0.12
H  -6.193  2.622  1.765  0.12
H  -5.656  2.951  3.343  0.11
H  -7.476  0.475  2.573  0.13
H  -5.730  0.574  3.067  0.13
H  -5.385  0.554  5.849  0.09
H  -6.575  1.629  6.747  0.11
H  -5.558  2.191  5.387  0.09
C  0.662  -7.376  -2.278  -0.09
C  0.309  -8.137  -3.599  -0.21
C  1.489  -8.430  -4.615  -0.08
N  1.118  -9.323  -5.869  -0.22
C  -0.318  -8.980  -6.425  -0.08
C  -0.601  -9.918  -7.650  -0.17
C  -0.643  -11.409  -7.246  -0.14
C  0.718  -11.790  -6.570  -0.19
C  1.151  -10.925  -5.529  -0.09
C  2.146  -8.946  -6.924  0.01
H  1.011  -6.385  -2.567  0.07
H  1.380  -7.886  -1.634  0.08
H  -0.197  -7.221  -1.625  0.08
H  -0.328  -7.435  -4.136  0.10
H  -0.165  -9.049  -3.236  0.10
H  2.368  -8.961  -4.252  0.13
H  1.727  -7.446  -5.020  0.12
H  -0.949  -9.324  -5.605  0.12
H  -0.457  -7.924  -6.655  0.13
H  -1.615  -9.646  -7.941  0.12
H  0.069  -9.708  -8.484  0.11
H  -1.444  -11.445  -6.507  0.11
H  -0.890  -12.019  -8.114  0.13
H  0.712  -12.815  -6.199  0.14
H  1.419  -11.773  -7.404  0.13
H  0.691  -11.091  -4.555  0.14
H  2.217  -11.065  -5.347  0.13
H  3.131  -9.106  -6.487  0.11
H  1.973  -7.900  -7.177  0.11
H  1.966  -9.503  -7.843  0.09
C  -9.912  -7.175  -5.276  -0.08
C  -9.570  -5.664  -5.497  -0.22
C  -8.128  -5.353  -5.083  -0.13
N  -7.545  -3.921  -5.375  -0.24
C  -8.386  -2.887  -4.582  -0.09
C  -7.627  -1.556  -4.447  -0.18
C  -6.271  -1.673  -3.755  -0.18
C  -5.382  -2.516  -4.734  -0.12
C  -6.023  -3.990  -4.958  -0.04
C  -7.600  -3.617  -6.874  0.04
H  -9.185  -7.654  -5.932  0.07
H  -10.779  -7.709  -5.665  0.09
H  -9.745  -7.455  -4.235  0.08
H  -10.333  -5.108  -4.953  0.11
H  -9.676  -5.569  -6.578  0.11
H  -7.383  -5.988  -5.563  0.13
H  -7.979  -5.596  -4.031  0.13
H  -8.611  -3.179  -3.556  0.14
H  -9.376  -2.847  -5.036  0.13
H  -8.192  -0.993  -3.705  0.12
H  -7.562  -1.036  -5.403  0.12
H  -6.370  -2.058  -2.740  0.12
H  -5.812  -0.695  -3.606  0.12
H  -4.396  -2.566  -4.272  0.11
H  -5.101  -1.946  -5.620  0.11
H  -6.101  -4.588  -4.049  0.12
H  -5.490  -4.551  -5.726  0.12
H  -7.107  -4.442  -7.387  0.11
H  -7.259  -2.607  -7.100  0.11
H  -8.663  -3.662  -7.112  0.10
C  6.253  3.103  -1.734  -0.10
C  7.578  2.889  -1.044  -0.25
C  7.896  4.125  -0.164  -0.09
N  9.290  4.025  0.676  -0.18
C  10.392  3.869  -0.446  -0.12
C  11.740  4.142  0.108  -0.16
C  11.805  5.430  0.982  -0.16
C  10.782  5.470  2.110  -0.17
C  9.353  5.395  1.444  -0.08
C  9.224  2.714  1.536  0.03
H  6.451  4.011  -2.304  0.08
H  5.480  3.340  -1.003  0.09
H  5.982  2.339  -2.463  0.09
H  8.335  2.636  -1.787  0.11
H  7.404  1.980  -0.467  0.11
H  7.237  4.312  0.684  0.12
H  7.991  5.003  -0.803  0.12
H  10.082  4.603  -1.190  0.13
H  10.251  2.854  -0.818  0.12
H  12.473  4.170  -0.698  0.13
H  11.989  3.168  0.530  0.12
H  11.810  6.346  0.391  0.12
H  12.797  5.412  1.434  0.12
H  10.789  6.413  2.656  0.12
H  10.890  4.731  2.903  0.11
H  9.416  6.304  0.847  0.13
H  8.625  5.387  2.255  0.13
H  8.212  2.516  1.889  0.10
H  9.951  2.673  2.348  0.10
H  9.301  1.754  1.026  0.10
C  -0.107  1.515  2.156  -0.69
F  -0.647  1.318  3.341  0.10
F  -0.827  2.350  1.438  0.14
F  1.028  2.181  2.383  0.10
S  0.137  -0.281  1.467  0.48
O  1.279  -0.268  0.542  -0.37
O  0.225  -1.094  2.669  -0.38
O  -1.138  -0.594  0.770  -0.39